(1)
The following is a DFT calculation (the ωB97M-V functional and the def2-TZVPD basis) of C31H31CrN4O3S3 as an isolated structure.

Summary:
* Kohn-Sham gap (alpha / beta): 0.14450 / 0.12725 hartree
* ΔE to the lowest compared entry with this formula, charge and spin: 57.2 kJ/mol
* HOMO energy (alpha / beta): 0.47 / 0.94 eV
* <S²>: 1.1956
* lowest unoccupied orbital energy (alpha / beta): 4.40 / 4.40 eV

```
! RIJCOSX wB97M-V def2-TZVPD def2/J DEFGRID3
* xyz -2 2
Cr 0.97 0.75 1.08
C -0.02 -1.44 -0.45
N 0.95 -1.34 -1.51
C 1.06 -0.08 -2.23
C 2.20 0.86 -1.85
N 1.96 1.75 -0.72
C 1.01 2.81 -1.11
C 3.18 2.41 -0.27
C 4.25 2.61 -1.12
C 5.38 3.32 -0.73
C 5.42 3.87 0.54
C 4.35 3.68 1.40
C 3.22 2.94 1.04
S 1.93 2.65 2.18
C 2.15 -2.10 -1.36
C 2.45 -2.96 -2.41
C 3.57 -3.79 -2.40
C 4.38 -3.76 -1.27
C 4.09 -2.91 -0.22
C 2.99 -2.02 -0.22
S 2.82 -0.94 1.14
H 0.18 -2.37 0.06
H -1.68 -0.40 -0.92
H 0.02 -0.67 0.33
H 0.10 0.43 -2.17
H 1.20 -0.32 -3.30
H 2.43 1.45 -2.75
H 3.09 0.26 -1.62
H 1.38 3.35 -2.00
H 0.90 3.51 -0.28
H 0.03 2.40 -1.31
H 4.24 2.19 -2.12
H 6.22 3.44 -1.41
H 6.28 4.44 0.88
H 4.38 4.09 2.41
H 1.77 -2.98 -3.25
H 3.78 -4.45 -3.23
H 5.25 -4.40 -1.21
H 4.74 -2.88 0.65
C -1.07 -4.36 -0.27
C -2.35 -3.63 -0.58
C -3.52 -4.39 -0.61
C -4.77 -3.85 -0.84
C -4.86 -2.48 -1.04
C -3.73 -1.67 -1.03
C -3.88 -0.19 -1.24
C -2.45 -2.24 -0.82
N -1.39 -1.36 -0.95
H -1.29 -5.42 -0.15
H -0.62 -4.02 0.66
H -0.32 -4.26 -1.06
H -3.43 -5.45 -0.43
H -5.65 -4.47 -0.85
H -5.82 -2.01 -1.20
H -4.93 0.08 -1.35
H -3.35 0.15 -2.14
H -3.47 0.38 -0.40
O -2.11 3.19 -0.07
C -1.99 2.45 0.90
N -1.16 1.38 1.00
S -1.44 0.50 2.31
O -2.25 -0.67 2.08
O -0.21 0.29 3.06
C -2.51 1.68 3.11
C -3.12 1.67 4.35
C -4.00 2.70 4.64
C -4.27 3.70 3.70
C -3.66 3.69 2.46
C -2.77 2.67 2.17
H -2.91 0.88 5.06
H -4.49 2.73 5.61
H -4.97 4.49 3.95
H -3.86 4.45 1.71
*
```

***

(2)
The following is a DFT calculation (the ωB97M-V functional and the def2-TZVPD basis) of one molecule with the formula C10H7N3O.

Summary:
* Kohn-Sham gap: 0.30514 hartree
* ΔE to the lowest compared entry with this formula, charge and spin: 0.0 kJ/mol
* HOMO energy: -8.33 eV
* lowest unoccupied orbital energy: -0.03 eV
* SMILES string: O=c1[nH]c2cc3ccccc3nc2[nH]1

```
! RIJCOSX wB97M-V def2-TZVPD def2/J DEFGRID3
* xyz 0 1
O -4.43 -0.05 -0.20
C -3.19 0.02 -0.04
N -2.35 1.12 0.09
C -1.09 0.76 0.25
C 0.08 1.44 -0.05
C 1.30 0.70 -0.02
C 2.53 1.36 -0.15
C 3.69 0.69 0.02
C 3.70 -0.70 0.09
C 2.51 -1.37 -0.07
C 1.28 -0.79 0.02
N 0.04 -1.53 -0.10
C -0.99 -0.72 0.08
N -2.34 -1.11 0.14
H -2.63 2.15 0.34
H 0.18 2.56 -0.16
H 2.38 2.39 -0.29
H 4.62 1.32 0.07
H 4.70 -1.23 0.03
H 2.55 -2.46 -0.01
H -2.71 -2.04 -0.11
*
```

***

(3)
The following is a DFT calculation (the ωB97M-V functional and the def2-TZVPD basis) of C23H41IMoP2 as an isolated structure.

Summary:
* Kohn-Sham gap (alpha / beta): 0.22380 / 0.12903 hartree
* ΔE to the lowest compared entry with this formula, charge and spin: 23.3 kJ/mol
* HOMO energy (alpha / beta): -13.45 / -13.34 eV
* <S²>: 2.4002
* lowest unoccupied orbital energy (alpha / beta): -7.36 / -9.83 eV

```
! RIJCOSX wB97M-V def2-TZVPD def2/J DEFGRID3
* xyz 2 3
Mo -0.03 -0.03 2.46
C -1.63 -0.73 3.95
C -1.23 -1.79 3.06
C 0.63 -1.16 4.28
C -0.48 -0.30 4.67
C 0.17 -2.08 3.31
C -3.03 -0.25 4.15
H -3.63 -0.35 3.24
H -3.05 0.80 4.46
H -3.51 -0.84 4.94
C -0.42 0.76 5.72
H -1.30 1.40 5.69
H 0.47 1.38 5.58
H -0.36 0.30 6.72
C 1.98 -1.16 4.93
H 1.93 -1.71 5.88
H 2.31 -0.14 5.13
H 2.73 -1.64 4.29
C 0.95 -3.24 2.75
H 0.83 -4.12 3.39
H 2.01 -3.01 2.68
H 0.60 -3.52 1.75
C -2.15 -2.66 2.26
H -2.44 -3.54 2.85
H -1.69 -3.02 1.34
H -3.07 -2.13 1.99
C -0.57 1.89 1.47
C -1.70 1.05 1.50
C -2.23 0.31 0.29
C -1.11 -0.42 -0.48
C 0.00 -0.88 0.46
C 1.20 -0.15 0.67
C 1.45 1.20 0.05
C 0.26 2.18 0.23
H -2.78 1.01 -0.37
H -0.69 0.23 -1.25
H -2.97 -0.42 0.63
H -0.38 2.17 -0.65
H -0.49 2.62 2.27
H -2.44 1.26 2.26
H 0.66 3.20 0.32
H 2.34 1.63 0.53
H 2.09 -0.71 0.93
H 1.68 1.09 -1.03
H -1.53 -1.29 -1.00
H 0.06 -1.95 0.58
P -0.28 1.36 -4.08
C -0.33 3.22 -4.07
C -1.66 1.03 -5.28
P 2.07 -0.47 -4.89
C 1.16 1.12 -5.24
C 1.52 -1.45 -6.37
C 3.76 0.03 -5.46
H 0.53 3.60 -3.52
H -1.24 3.55 -3.55
H -0.33 3.64 -5.08
H -1.58 1.65 -6.18
H -2.62 1.24 -4.79
H -1.65 -0.02 -5.56
H 3.74 0.43 -6.48
H 4.42 -0.84 -5.44
H 4.15 0.79 -4.79
H 1.84 1.97 -5.13
H 0.81 1.09 -6.28
H 2.08 -2.38 -6.41
H 1.66 -0.90 -7.30
H 0.46 -1.70 -6.26
I 2.05 1.82 3.28
*
```

***

(4)
The following is a DFT calculation (the ωB97M-V functional and the def2-TZVPD basis) of a 2-piece molecular cluster, C3H5N overall.

Summary:
* Kohn-Sham gap (alpha / beta): 0.28513 / 0.33982 hartree
* ΔE to the lowest compared entry with this formula, charge and spin: 240.3 kJ/mol
* HOMO energy (alpha / beta): -7.10 / -12.01 eV
* <S²>: 2.0095
* lowest unoccupied orbital energy (alpha / beta): 0.66 / -2.76 eV

```
! RIJCOSX wB97M-V def2-TZVPD def2/J DEFGRID3
* xyz 0 3
C -0.51 0.33 1.98
C -0.40 0.24 0.40
C 0.87 -0.20 -1.26
N -0.88 0.21 3.06
H -0.88 0.97 -0.09
H -0.99 -0.60 0.07
H 1.35 0.66 -1.47
H 0.12 -0.48 -1.89
H 1.30 -1.13 -0.81
*
```

***

(5)
The following is a DFT calculation (the ωB97M-V functional and the def2-TZVPD basis) of a 3-piece molecular cluster, C13H17NO overall.

Summary:
* Kohn-Sham gap: 0.32119 hartree
* ΔE to the lowest compared entry with this formula, charge and spin: 782.0 kJ/mol
* HOMO energy: -8.79 eV
* lowest unoccupied orbital energy: -0.05 eV

```
! RIJCOSX wB97M-V def2-TZVPD def2/J DEFGRID3
* xyz 0 1
C -0.22 -0.29 0.30
C -0.88 -1.28 -0.73
C -2.40 -1.09 -0.98
C -3.19 -0.33 -0.08
C -2.41 1.11 0.09
C -0.85 0.97 -0.21
C 0.00 2.22 0.27
C 2.03 0.94 -0.32
C 3.37 0.93 -0.44
C 4.05 -0.28 -0.04
C 3.35 -1.48 0.04
C 2.00 -1.44 0.16
C 1.35 -0.21 -0.12
H 0.53 -1.26 2.33
H -1.27 0.63 2.33
H -0.24 -1.24 -1.65
H -0.78 -2.39 -0.33
H -2.98 -2.05 -1.08
H -2.42 -0.72 -1.96
H -4.33 -0.22 -0.43
H -3.21 -0.84 0.97
H -2.84 1.83 -0.54
H -2.48 1.50 1.16
H -0.68 1.14 -1.25
H 0.00 2.18 1.32
H -0.55 3.16 -0.03
H 3.90 1.96 -0.38
H 5.14 -0.30 -0.20
H 4.04 -2.30 0.10
H 1.35 -2.27 0.32
N -0.66 -0.72 1.69
O 1.31 2.14 -0.31
*
```

***

(6)
The following is a DFT calculation (the ωB97M-V functional and the def2-TZVPD basis) of a 3-piece molecular cluster, C30H52F5N3O5 overall.

Summary:
* Kohn-Sham gap (alpha / beta): 0.24665 / 0.23880 hartree
* HOMO energy (alpha / beta): -4.82 / -4.82 eV
* <S²>: 3.7622
* lowest unoccupied orbital energy (alpha / beta): 1.89 / 1.68 eV

```
! RIJCOSX wB97M-V def2-TZVPD def2/J DEFGRID3
* xyz -1 4
C 3.80 -2.00 1.62
C 2.63 -3.03 1.53
C 2.42 -3.29 0.03
C 3.03 -4.37 2.21
C 2.18 -4.89 3.37
C 2.26 -6.50 3.30
O 1.28 -7.08 3.78
O 3.25 -6.96 2.75
C 2.73 -4.56 4.77
F 3.80 -5.36 5.08
F 1.79 -4.77 5.73
C 3.30 -3.15 5.05
F 3.55 -3.02 6.37
F 2.45 -2.18 4.72
F 4.45 -2.93 4.42
C 0.69 -4.54 3.21
C 0.31 -3.17 2.58
C -0.44 -2.35 3.65
C -0.69 -3.37 1.42
N 1.46 -2.36 2.14
O 1.12 -1.28 1.54
H 3.75 -1.45 2.55
H 3.72 -1.30 0.80
H 4.75 -2.52 1.52
H 2.10 -2.39 -0.48
H 1.71 -4.10 -0.15
H 3.38 -3.60 -0.37
H 4.08 -4.36 2.48
H 2.95 -5.14 1.45
H 0.20 -4.62 4.17
H 0.28 -5.33 2.60
H -1.33 -2.93 3.93
H 0.16 -2.23 4.54
H -0.76 -1.40 3.23
H -1.30 -4.26 1.58
H -1.38 -2.52 1.41
H -0.22 -3.38 0.44
C 1.13 -1.89 -5.03
C -0.20 -2.08 -4.28
C -1.36 -1.54 -5.12
C -1.38 -0.02 -5.21
C -1.36 0.62 -3.82
C -0.22 0.10 -2.93
N -0.19 -1.39 -2.95
O -1.09 -1.89 -2.17
C 1.12 0.69 -3.38
C -0.43 0.59 -1.50
C -0.36 -3.57 -4.05
H 1.26 -2.70 -5.74
H 1.19 -0.97 -5.60
H 1.98 -1.93 -4.34
H -2.30 -1.88 -4.69
H -1.30 -1.98 -6.12
H -0.54 0.34 -5.81
H -2.28 0.30 -5.74
H -1.27 1.70 -3.90
H -2.31 0.42 -3.32
H 1.95 0.23 -2.84
H 1.14 1.76 -3.17
H 1.32 0.59 -4.45
H -1.40 0.33 -1.10
H -0.35 1.68 -1.47
H 0.33 0.18 -0.83
H 0.46 -3.97 -3.45
H -0.36 -4.08 -5.01
H -1.30 -3.82 -3.55
C -0.55 6.18 1.74
C -0.73 5.48 0.37
C -1.14 6.50 -0.69
C -2.57 7.00 -0.53
C -3.56 5.84 -0.46
C -3.19 4.78 0.59
N -1.76 4.39 0.45
O -1.60 3.54 -0.51
C -3.49 5.30 2.01
C -4.06 3.54 0.39
C 0.61 4.86 0.03
H 0.43 6.64 1.78
H -1.27 6.98 1.92
H -0.62 5.47 2.56
H -1.04 6.04 -1.68
H -0.44 7.34 -0.66
H -2.66 7.63 0.36
H -2.83 7.64 -1.37
H -4.56 6.21 -0.24
H -3.61 5.36 -1.44
H -3.10 4.60 2.75
H -4.57 5.37 2.15
H -3.08 6.28 2.21
H -4.01 3.17 -0.63
H -5.10 3.80 0.59
H -3.76 2.74 1.06
H 0.91 4.13 0.78
H 1.37 5.65 -0.01
H 0.60 4.37 -0.94
*
```

***

(7)
The following is a DFT calculation (the ωB97M-V functional and the def2-TZVPD basis) of C39H45N5P2Pt as an isolated structure.

Summary:
* Kohn-Sham gap (alpha / beta): 0.24916 / 0.22029 hartree
* HOMO energy (alpha / beta): -6.82 / -7.84 eV
* <S²>: 2.0448
* lowest unoccupied orbital energy (alpha / beta): -0.04 / -1.85 eV

```
! RIJCOSX wB97M-V def2-TZVPD def2/J DEFGRID3
* xyz 0 3
Pt -1.16 1.24 -1.85
C -0.55 -2.91 -0.45
C -0.94 -2.37 -1.60
C -2.30 -2.47 -2.19
C -3.29 -1.33 -2.00
C -3.44 -0.70 -0.66
C -3.27 -1.27 0.53
C -2.95 -2.69 0.75
C -1.46 -3.18 0.70
C -1.61 2.22 -0.14
H 0.52 -2.87 -0.21
H -0.24 -1.85 -2.27
H -2.77 -3.41 -1.85
H -2.08 -2.56 -3.29
H -3.18 -0.61 -2.82
H -4.27 -1.82 -2.14
H -3.80 0.35 -0.76
H -3.40 -0.62 1.41
H -3.54 -3.31 0.06
H -3.28 -2.86 1.79
H -0.99 -2.81 1.63
H -1.49 -4.28 0.76
H -0.64 2.45 0.33
H -2.35 1.76 0.52
H -2.02 3.05 -0.72
P -6.06 0.07 -2.19
P -4.17 -2.43 -4.55
N -7.30 -0.20 -0.91
N -7.07 1.14 -3.14
N -4.79 -4.04 -3.99
N -4.13 -2.84 -6.23
C -6.45 -1.49 -3.09
C -5.77 -1.53 -4.48
C -7.34 0.58 0.24
C -8.37 0.17 1.05
C -9.06 -0.87 0.35
C -8.40 -1.05 -0.86
C -6.84 2.51 -3.24
C -7.86 3.09 -3.95
C -8.77 2.04 -4.35
C -8.28 0.86 -3.81
C -4.10 -5.01 -3.26
C -5.00 -5.90 -2.72
C -6.29 -5.55 -3.20
C -6.15 -4.42 -3.99
C -4.69 -3.93 -6.92
C -4.63 -3.67 -8.29
C -4.02 -2.37 -8.45
C -3.70 -1.90 -7.18
H -7.52 -1.64 -3.23
H -6.10 -2.32 -2.44
H -6.42 -1.97 -5.25
H -5.54 -0.55 -4.92
H -6.56 1.33 0.39
H -8.61 0.61 2.01
H -9.92 -1.42 0.71
H -8.61 -1.75 -1.66
H -5.96 2.91 -2.78
H -7.97 4.15 -4.15
H -9.64 2.15 -4.97
H -8.67 -0.15 -3.86
H -3.01 -4.97 -3.17
H -4.75 -6.74 -2.07
H -7.22 -6.07 -2.98
H -6.90 -3.85 -4.52
H -5.08 -4.76 -6.36
H -4.99 -4.31 -9.06
H -3.80 -1.88 -9.37
H -3.28 -0.98 -6.85
C 2.12 -1.19 2.60
C 0.74 -1.08 2.42
C 0.23 -0.35 1.35
C 1.09 0.05 0.29
C 2.49 0.06 0.57
C 3.01 -0.54 1.72
N 0.64 0.43 -0.99
C 1.59 0.61 -2.03
C 1.47 1.81 -2.74
C 2.33 2.04 -3.82
C 3.29 1.08 -4.19
C 3.39 -0.15 -3.48
C 2.59 -0.34 -2.34
H 2.47 -1.78 3.45
H 0.01 -1.53 3.12
H -0.82 -0.11 1.19
H 3.20 0.51 -0.15
H 4.09 -0.57 1.94
H 0.68 2.51 -2.45
H 2.24 2.97 -4.38
H 4.00 1.27 -5.00
H 4.11 -0.91 -3.77
H 2.71 -1.23 -1.70
*
```

***

(8)
The following is a DFT calculation (the ωB97M-V functional and the def2-TZVPD basis) of C37H28IrN9O3S as an isolated structure.

Summary:
* Kohn-Sham gap (alpha / beta): 0.22088 / 0.10303 hartree
* ΔE to the lowest compared entry with this formula, charge and spin: 2.0 kJ/mol
* HOMO energy (alpha / beta): -11.40 / -11.51 eV
* <S²>: 6.0492
* lowest unoccupied orbital energy (alpha / beta): -5.39 / -8.71 eV

```
! RIJCOSX wB97M-V def2-TZVPD def2/J DEFGRID3
* xyz 2 5
Ir -0.12 -0.37 0.01
O 4.42 -1.69 -0.63
C 4.93 -0.47 -0.81
C 6.32 -0.35 -0.84
C 6.90 0.89 -1.01
C 6.12 2.05 -1.17
C 4.75 1.94 -1.15
C 4.13 0.69 -0.96
C 2.69 0.58 -0.88
O 2.11 -0.52 -0.68
N 1.98 1.75 -1.04
N 0.70 1.58 -0.79
C -0.13 2.52 -1.12
C -1.50 2.40 -0.65
C -2.43 3.41 -0.86
C -3.68 3.28 -0.27
C -3.95 2.17 0.52
C -2.96 1.20 0.65
N -1.78 1.29 0.06
H 3.45 -1.61 -0.62
H 6.92 -1.24 -0.73
H 7.98 0.97 -1.03
H 6.59 3.01 -1.32
H 4.13 2.81 -1.28
H 0.20 3.39 -1.68
H -2.18 4.27 -1.46
H -4.43 4.05 -0.41
H -4.90 2.06 1.02
H -3.14 0.31 1.24
C -5.25 -13.33 0.11
O -3.90 -12.88 0.29
C -3.64 -11.58 0.24
C -2.30 -11.21 0.42
C -1.93 -9.89 0.39
C -2.90 -8.89 0.16
C -4.24 -9.26 -0.01
C -4.62 -10.59 0.02
C -2.48 -7.51 0.13
N -1.32 -7.06 0.60
C -1.34 -5.73 0.36
C -2.51 -5.34 -0.27
N -3.23 -6.50 -0.42
C -2.78 -4.00 -0.67
C -3.92 -3.56 -1.36
C -4.04 -2.24 -1.68
C -3.03 -1.35 -1.31
N -1.94 -1.74 -0.65
C -1.80 -3.04 -0.34
C -0.57 -3.43 0.33
N 0.33 -2.46 0.59
C 1.46 -2.77 1.22
C 1.77 -4.07 1.60
C 0.87 -5.08 1.34
C -0.33 -4.76 0.69
H -5.21 -14.41 0.16
H -5.63 -13.03 -0.87
H -5.89 -12.94 0.89
H -1.57 -12.00 0.57
H -0.90 -9.60 0.53
H -5.00 -8.51 -0.15
H -5.66 -10.85 -0.10
H -4.12 -6.61 -0.86
H -4.69 -4.27 -1.65
H -4.90 -1.87 -2.22
H -3.10 -0.30 -1.56
H 2.13 -1.94 1.42
H 2.70 -4.27 2.10
H 1.06 -6.11 1.62
S 0.20 0.23 2.47
C 1.65 1.13 2.50
N 1.63 2.38 3.04
C 2.73 3.15 3.18
C 3.92 2.67 2.74
C 3.91 1.39 2.16
N 2.82 0.65 2.04
H 0.73 2.71 3.38
H 2.60 4.12 3.64
H 4.83 3.24 2.83
H 4.83 0.95 1.79
*
```

***

(9)
The following is a DFT calculation (the ωB97M-V functional and the def2-TZVPD basis) of one molecule with the formula C5H10O2.

Summary:
* Kohn-Sham gap: 0.41441 hartree
* ΔE to the lowest compared entry with this formula, charge and spin: 176.7 kJ/mol
* HOMO energy: -10.20 eV
* lowest unoccupied orbital energy: 1.08 eV
* SMILES string: CC[C@@H]1C[C@@H](O)O1

```
! RIJCOSX wB97M-V def2-TZVPD def2/J DEFGRID3
* xyz 0 1
C -2.26 -0.66 -0.61
C -1.18 0.41 -0.71
C -0.06 0.21 0.29
C 1.18 1.10 0.11
C 1.91 -0.22 -0.13
O 2.74 -0.64 0.90
O 0.72 -0.97 -0.01
H -3.03 -0.51 -1.37
H -1.83 -1.66 -0.74
H -2.76 -0.63 0.37
H -0.74 0.40 -1.72
H -1.60 1.41 -0.55
H -0.46 0.19 1.32
H 1.53 1.63 1.00
H 1.15 1.75 -0.76
H 2.42 -0.37 -1.09
H 2.31 -1.48 1.04
*
```

***

(10)
The following is a DFT calculation (the ωB97M-V functional and the def2-TZVPD basis) of C3H6Br2O as an isolated structure.

Summary:
* Kohn-Sham gap: 0.32404 hartree
* ΔE to the lowest compared entry with this formula, charge and spin: 0.0 kJ/mol
* HOMO energy: -9.56 eV
* lowest unoccupied orbital energy: -0.74 eV

```
! RIJCOSX wB97M-V def2-TZVPD def2/J DEFGRID3
* xyz 0 1
C -0.05 -1.26 -0.72
C -0.39 1.18 -0.03
C 0.21 -0.16 0.25
O 0.30 -0.57 1.50
Br -2.34 1.10 0.36
Br 2.50 0.77 -0.12
H 0.77 -1.38 -1.43
H -0.95 -1.05 -1.29
H -0.17 -2.19 -0.17
H 0.00 1.97 0.60
H -0.30 1.45 -1.08
H 0.43 0.16 2.13
*
```